[1]
{
  "formula": "C3H7N3O",
  "method": "the ωB97M-V functional and the def2-TZVPD basis",
  "de_lowest_kcal_mol": 1.6,
  "multiplicity": 1,
  "smiles": "C/N=C(\\N)C(N)=O",
  "fmax_ev_per_a": 0.508,
  "elements": ["C", "N", "C", "N", "C", "O", "N", "H", "H", "H", "H", "H", "H", "H"],
  "positions_angstrom": [[1.935, 0.665, -0.519], [0.484, 0.684, -0.525], [-0.096, -0.225, 0.161], [0.457, -1.178, 0.969], [-1.611, -0.338, 0.110], [-2.155, -1.411, 0.336], [-2.251, 0.807, -0.185], [2.323, -0.192, -1.093], [2.352, 0.602, 0.498], [2.318, 1.574, -0.989], [-0.197, -1.895, 1.254], [1.398, -1.490, 0.788], [-1.712, 1.621, -0.443], [-3.243, 0.775, -0.362]]
}

***

[2]
{
  "formula": "C3H4OS2",
  "method": "the ωB97M-V functional and the def2-TZVPD basis",
  "de_lowest_kcal_mol": 85.8,
  "multiplicity": 1,
  "fmax_ev_per_a": 5.663,
  "elements": ["C", "C", "C", "O", "S", "S", "H", "H", "H", "H"],
  "positions_angstrom": [[1.128, 0.431, 0.276], [-0.139, 0.232, 0.151], [-1.321, -0.199, -0.042], [1.520, -2.259, -2.440], [-0.768, -2.854, -0.818], [1.098, -2.526, -1.082], [1.595, 1.484, 0.004], [-1.531, -0.555, -0.971], [-2.072, -0.006, 0.571], [1.752, -0.250, 0.653]]
}

***

[3]
{
  "formula": "C3H7IMnNP",
  "method": "the ωB97M-V functional and the def2-TZVPD basis",
  "multiplicity": 6,
  "total_charge": 2,
  "s2": 9.010,
  "energy_ev": -53397.3086,
  "fmax_ev_per_a": 2.142,
  "elements": ["C", "C", "P", "I", "C", "N", "H", "H", "H", "H", "H", "H", "H", "Mn"],
  "positions_angstrom": [[1.111, 1.538, 1.210], [0.328, 0.647, 0.986], [-0.871, -0.680, 0.618], [-1.065, -0.779, 3.134], [-0.519, -0.486, -1.233], [0.476, -1.480, -1.611], [1.635, 2.438, 1.258], [-2.234, -0.380, 0.483], [-0.441, -2.023, 0.580], [-1.446, -0.655, -1.762], [-0.157, 0.519, -1.427], [0.973, -1.170, -2.433], [1.192, -1.595, -0.900], [1.019, 4.107, 1.097]]
}

***

[4]
{
  "formula": "C37H32HoNP2S",
  "method": "the ωB97M-V functional and the def2-TZVPD basis",
  "multiplicity": 5,
  "total_charge": 2,
  "s2": 6.037,
  "energy_ev": -95561.3244,
  "fmax_ev_per_a": 14.368,
  "elements": ["C", "C", "C", "C", "C", "C", "P", "C", "C", "C", "C", "C", "C", "Ho", "P", "C", "C", "C", "C", "C", "C", "C", "C", "C", "C", "C", "C", "C", "C", "C", "C", "C", "C", "C", "C", "C", "C", "C", "C", "H", "H", "H", "H", "H", "H", "H", "H", "H", "H", "H", "H", "H", "H", "H", "H", "H", "H", "H", "H", "H", "H", "H", "H", "H", "H", "H", "H", "H", "H", "H", "H", "S", "C", "N"],
  "positions_angstrom": [[-2.195, -0.094, -0.781], [-1.630, 0.750, 0.187], [-1.736, 2.137, 0.020], [-2.408, 2.667, -1.079], [-2.983, 1.820, -2.027], [-2.872, 0.437, -1.877], [-0.695, 0.060, 1.603], [-0.927, 1.364, 2.875], [0.164, 2.164, 3.230], [0.005, 3.198, 4.153], [-1.242, 3.431, 4.733], [-2.331, 2.628, 4.390], [-2.177, 1.599, 3.463], [1.372, -0.493, 1.434], [1.444, -0.366, -0.734], [1.070, 1.198, -1.604], [0.392, 1.302, -2.822], [0.181, 2.554, -3.402], [0.647, 3.708, -2.775], [1.311, 3.613, -1.550], [1.512, 2.368, -0.964], [3.241, -0.586, -1.023], [3.840, -1.688, -0.386], [5.213, -1.897, -0.484], [6.002, -1.014, -1.224], [5.413, 0.078, -1.863], [4.039, 0.296, -1.762], [0.735, -1.722, -1.742], [-0.070, -2.669, -1.098], [-0.585, -3.756, -1.803], [-0.289, -3.910, -3.158], [0.540, -2.987, -3.801], [1.056, -1.902, -3.095], [-1.769, -1.317, 2.172], [-3.153, -1.347, 1.940], [-3.925, -2.404, 2.421], [-3.326, -3.439, 3.140], [-1.952, -3.411, 3.382], [-1.175, -2.359, 2.899], [3.221, -2.378, 0.185], [5.667, -2.747, 0.018], [7.073, -1.177, -1.302], [6.025, 0.764, -2.442], [3.587, 1.152, -2.254], [0.011, 0.412, -3.310], [-0.355, 2.625, -4.344], [0.483, 4.680, -3.232], [1.662, 4.510, -1.048], [2.004, 2.280, 0.003], [-0.268, -2.548, -0.034], [-1.210, -4.484, -1.293], [-0.686, -4.758, -3.709], [0.791, -3.120, -4.849], [1.726, -1.204, -3.591], [-3.627, -0.550, 1.376], [-4.995, -2.418, 2.231], [-3.929, -4.263, 3.511], [-1.480, -4.211, 3.946], [-0.104, -2.328, 3.085], [1.134, 1.949, 2.790], [0.860, 3.810, 4.428], [-1.364, 4.230, 5.459], [-3.301, 2.798, 4.849], [-3.026, 0.973, 3.207], [-1.298, 2.802, 0.758], [-2.478, 3.744, -1.197], [-3.509, 2.235, -2.881], [-3.310, -0.231, -2.612], [-2.120, -1.170, -0.670], [-4.584, 1.720, -4.991], [-4.753, 0.997, -5.007], [2.713, -0.976, 2.836], [3.928, -1.413, 4.105], [4.774, -1.717, 4.989]]
}

***

[5]
{
  "formula": "C23H51N3O3P4Pt",
  "method": "the ωB97M-V functional and the def2-TZVPD basis",
  "de_lowest_kcal_mol": 118.3,
  "multiplicity": 5,
  "total_charge": 4,
  "s2": 6.009,
  "fmax_ev_per_a": 12.622,
  "elements": ["P", "C", "H", "H", "H", "C", "H", "H", "H", "C", "H", "H", "H", "P", "C", "H", "H", "H", "C", "H", "H", "H", "C", "H", "H", "H", "P", "C", "H", "H", "H", "C", "H", "H", "H", "C", "H", "H", "H", "Pt", "C", "O", "C", "O", "C", "C", "C", "C", "C", "C", "H", "H", "H", "H", "H", "H", "C", "N", "C", "P", "O", "N", "C", "C", "N", "C", "C", "H", "H", "H", "H", "H", "H", "H", "H", "H", "H", "H", "H", "H", "H", "H", "H", "H", "H"],
  "positions_angstrom": [[-0.621, -1.039, -3.272], [-2.154, -1.816, -2.762], [-2.908, -1.509, -3.509], [-2.451, -1.519, -1.745], [-2.005, -2.902, -2.818], [-0.852, 0.651, -3.768], [0.108, 1.152, -3.968], [-1.390, 1.209, -2.985], [-1.462, 0.649, -4.683], [0.126, -2.248, -4.360], [-0.426, -2.202, -5.318], [-0.005, -3.254, -3.922], [1.198, -2.063, -4.535], [4.489, -2.947, 1.268], [2.950, -3.669, 1.904], [3.217, -4.359, 2.725], [2.414, -4.224, 1.104], [2.282, -2.870, 2.305], [5.651, -3.982, 0.325], [6.454, -3.350, -0.117], [5.154, -4.494, -0.538], [6.148, -4.774, 0.901], [5.435, -1.928, 2.406], [5.819, -2.479, 3.276], [4.808, -1.098, 2.798], [6.299, -1.478, 1.879], [0.299, 3.015, 1.228], [-0.910, 3.031, 2.556], [-1.224, 4.079, 2.701], [-0.413, 2.690, 3.476], [-1.778, 2.392, 2.338], [1.393, 4.373, 1.641], [0.790, 5.298, 1.712], [2.205, 4.524, 0.917], [1.832, 4.189, 2.637], [-0.446, 2.759, -0.379], [-1.224, 3.512, -0.574], [-0.935, 1.768, -0.415], [0.295, 2.802, -1.196], [4.154, 0.843, -1.976], [0.308, -0.903, -1.721], [0.790, -1.017, -0.669], [1.139, 1.421, 1.492], [1.603, 0.376, 1.304], [4.756, 2.780, -2.046], [3.364, 2.665, -1.755], [2.539, 1.814, -2.560], [3.123, 1.078, -3.646], [4.501, 1.280, -3.982], [5.297, 2.096, -3.154], [5.376, 3.310, -1.354], [2.920, 3.119, -0.858], [1.485, 1.639, -2.281], [2.511, 0.322, -4.157], [4.926, 0.726, -4.751], [6.345, 2.118, -3.308], [-1.088, -1.589, 2.427], [-2.240, -0.690, 2.522], [-2.585, -0.256, 3.866], [-2.988, -0.172, 1.137], [-2.029, 0.130, 0.040], [-4.077, -1.376, 0.715], [-5.097, -1.128, -0.308], [-3.786, -2.780, 0.974], [-3.929, 1.146, 1.567], [-4.029, 2.309, 0.673], [-5.169, 0.924, 2.329], [-0.306, -1.255, 3.125], [-0.664, -1.577, 1.414], [-1.370, -2.623, 2.691], [-1.709, -0.399, 4.512], [-2.853, 0.807, 3.887], [-3.414, -0.847, 4.285], [-4.931, -0.177, -0.836], [-5.089, -1.939, -1.052], [-6.096, -1.099, 0.158], [-2.939, -3.161, 0.377], [-3.565, -2.925, 2.040], [-4.678, -3.365, 0.716], [-4.915, 2.232, 0.021], [-4.128, 3.222, 1.281], [-3.135, 2.399, 0.047], [-6.029, 1.327, 1.772], [-5.347, -0.144, 2.512], [-5.116, 1.450, 3.294]]
}

***

[6]
{
  "formula": "C35H32N4PPdSe2",
  "method": "the ωB97M-V functional and the def2-TZVPD basis",
  "multiplicity": 1,
  "total_charge": -1,
  "energy_ev": -186239.9601,
  "fmax_ev_per_a": 0.626,
  "elements": ["Pd", "C", "C", "C", "C", "C", "C", "C", "N", "C", "N", "C", "C", "C", "C", "C", "C", "C", "N", "C", "C", "C", "C", "C", "C", "C", "H", "H", "H", "H", "H", "H", "H", "H", "H", "H", "H", "H", "H", "H", "H", "H", "H", "H", "H", "H", "H", "H", "Se", "P", "Se", "C", "C", "C", "C", "C", "C", "C", "C", "C", "C", "C", "C", "H", "H", "H", "H", "H", "H", "H", "H", "H", "H", "N", "C"],
  "positions_angstrom": [[0.558, -0.216, -0.135], [-1.745, -2.947, -6.540], [-2.699, -3.236, -5.416], [-3.843, -3.999, -5.618], [-4.730, -4.267, -4.586], [-4.458, -3.786, -3.315], [-3.313, -3.039, -3.081], [-2.446, -2.741, -4.130], [-1.280, -1.975, -3.934], [-1.045, -1.120, -2.851], [-2.138, -0.320, -2.595], [-2.487, 0.480, -1.486], [-2.219, 0.098, -0.176], [-2.678, 0.884, 0.877], [-3.381, 2.046, 0.629], [-3.634, 2.431, -0.680], [-3.194, 1.659, -1.747], [-3.467, 2.088, -3.165], [0.075, -1.023, -2.258], [1.075, -1.988, -2.542], [0.876, -3.333, -2.246], [1.873, -4.261, -2.508], [3.078, -3.845, -3.060], [3.278, -2.497, -3.324], [2.295, -1.549, -3.066], [2.539, -0.083, -3.276], [-2.152, -3.295, -7.489], [-0.781, -3.444, -6.393], [-1.541, -1.877, -6.618], [-4.042, -4.380, -6.614], [-5.619, -4.855, -4.772], [-5.125, -4.005, -2.491], [-3.080, -2.699, -2.080], [-0.431, -2.366, -4.315], [-2.770, -0.257, -3.375], [-2.437, 0.575, 1.886], [-3.721, 2.658, 1.454], [-4.178, 3.346, -0.885], [-3.969, 3.055, -3.175], [-4.116, 1.385, -3.698], [-2.542, 2.179, -3.739], [-0.047, -3.628, -1.761], [1.715, -5.302, -2.257], [3.867, -4.560, -3.257], [4.231, -2.160, -3.717], [3.567, 0.095, -3.594], [2.358, 0.453, -2.340], [1.864, 0.339, -4.024], [2.792, -1.500, 0.616], [2.529, 0.217, 1.890], [0.605, 1.212, 1.976], [3.049, -0.259, 3.601], [2.319, 0.141, 4.712], [2.725, -0.224, 5.992], [3.867, -0.988, 6.168], [4.602, -1.394, 5.060], [4.190, -1.037, 3.786], [3.820, 1.464, 1.469], [3.601, 2.822, 1.662], [4.603, 3.744, 1.378], [5.832, 3.313, 0.900], [6.054, 1.957, 0.698], [5.051, 1.040, 0.976], [1.424, 0.733, 4.563], [2.142, 0.088, 6.850], [4.182, -1.277, 7.164], [5.490, -2.000, 5.188], [4.741, -1.385, 2.920], [2.632, 3.150, 2.019], [4.417, 4.801, 1.524], [6.611, 4.032, 0.674], [7.006, 1.613, 0.311], [5.202, -0.015, 0.780], [-1.431, -2.289, 0.320], [-1.515, -1.142, 0.115]]
}

***

[7]
{
  "formula": "C9H12FO2",
  "method": "the ωB97M-V functional and the def2-TZVPD basis",
  "multiplicity": 3,
  "total_charge": -1,
  "s2": 2.015,
  "energy_ev": -16333.3520,
  "fmax_ev_per_a": 5.452,
  "elements": ["C", "C", "C", "C", "C", "C", "C", "C", "C", "O", "O", "F", "H", "H", "H", "H", "H", "H", "H", "H", "H", "H", "H", "H"],
  "positions_angstrom": [[0.063, -0.368, -1.496], [0.233, 0.052, -0.380], [-0.648, 1.857, 2.011], [-2.591, -1.477, -2.469], [2.440, 1.255, 3.354], [-0.202, -0.896, -2.813], [-1.230, -2.022, -2.789], [1.761, 0.473, 2.227], [0.720, 1.368, 1.439], [-0.851, 3.051, 1.890], [-1.235, 1.021, 2.711], [1.449, 2.341, 0.828], [-2.864, -0.888, -3.325], [-2.603, -0.859, -1.642], [-3.448, -2.288, -2.464], [1.806, 1.275, 4.295], [2.447, 2.399, 3.048], [3.459, 0.776, 3.589], [-0.749, -0.137, -3.421], [0.773, -1.257, -3.340], [-1.048, -2.734, -1.926], [-1.362, -2.682, -3.664], [2.511, 0.144, 1.612], [1.168, -0.404, 2.725]]
}

***

[8]
{
  "formula": "C33H35BrN5O2PdSe",
  "method": "the ωB97M-V functional and the def2-TZVPD basis",
  "de_lowest_kcal_mol": 16.5,
  "multiplicity": 1,
  "total_charge": 1,
  "fmax_ev_per_a": 0.366,
  "elements": ["Pd", "O", "C", "C", "C", "C", "C", "C", "C", "O", "N", "N", "C", "C", "Br", "C", "C", "C", "C", "C", "C", "C", "H", "H", "H", "H", "H", "H", "H", "H", "H", "H", "H", "H", "H", "H", "C", "N", "C", "C", "C", "C", "C", "C", "C", "C", "H", "H", "H", "H", "H", "H", "H", "H", "H", "H", "H", "H", "H", "C", "N", "C", "Se", "N", "C", "C", "C", "C", "C", "C", "H", "H", "H", "H", "H", "H", "H", "H"],
  "positions_angstrom": [[0.588, 0.377, -0.364], [-1.995, 5.654, -1.078], [-1.337, 5.242, 0.053], [-1.284, 6.020, 1.201], [-0.649, 5.535, 2.334], [-0.078, 4.271, 2.328], [-0.125, 3.514, 1.168], [-0.734, 3.988, 0.013], [-0.774, 3.151, -1.263], [0.173, 2.197, -1.349], [-2.158, 2.542, -1.362], [-2.230, 1.431, -0.634], [-3.291, 1.036, -0.054], [-3.233, -0.188, 0.726], [-1.466, -0.946, 0.870], [-4.210, -0.812, 1.385], [-5.630, -0.418, 1.348], [-6.367, -0.422, 2.533], [-7.702, -0.057, 2.532], [-8.326, 0.302, 1.346], [-7.610, 0.286, 0.159], [-6.271, -0.075, 0.158], [-2.324, 6.550, -0.951], [-1.743, 7.003, 1.209], [-0.611, 6.148, 3.225], [0.399, 3.884, 3.219], [0.284, 2.512, 1.106], [-0.721, 3.831, -2.122], [-2.901, 3.220, -1.192], [-4.231, 1.587, -0.062], [-3.956, -1.656, 2.015], [-5.883, -0.705, 3.460], [-8.260, -0.056, 3.459], [-9.371, 0.583, 1.345], [-8.097, 0.545, -0.772], [-5.724, -0.116, -0.776], [-0.208, -2.795, -3.790], [0.213, -1.390, -3.557], [-0.875, -0.604, -2.903], [1.564, -1.298, -2.855], [1.686, -2.043, -1.551], [2.216, -3.337, -1.584], [2.449, -4.046, -0.421], [2.151, -3.458, 0.801], [1.626, -2.175, 0.847], [1.386, -1.435, -0.315], [-1.128, -2.796, -4.368], [-0.371, -3.266, -2.825], [0.575, -3.322, -4.331], [0.369, -0.960, -4.469], [-1.112, -1.078, -1.953], [-1.748, -0.628, -3.552], [-0.546, 0.424, -2.734], [1.753, -0.234, -2.719], [2.274, -1.700, -3.581], [2.472, -3.786, -2.539], [2.864, -5.044, -0.465], [2.331, -4.001, 1.721], [1.403, -1.735, 1.813], [5.041, -0.960, -1.528], [4.707, -0.733, -0.136], [3.836, 0.169, 0.337], [2.760, 1.392, -0.613], [3.820, 0.059, 1.674], [4.666, -0.957, 2.088], [4.973, -1.477, 3.337], [5.872, -2.526, 3.368], [6.448, -3.036, 2.198], [6.145, -2.514, 0.954], [5.238, -1.464, 0.925], [4.461, -0.267, -2.132], [4.795, -1.987, -1.796], [6.103, -0.780, -1.687], [3.228, 0.639, 2.247], [4.531, -1.082, 4.242], [6.141, -2.964, 4.319], [7.149, -3.856, 2.271], [6.591, -2.907, 0.051]]
}